(1)
Here is a 6-piece molecular cluster, C25H48O14S overall from the Open Molecules 2025 dataset. Energies are from ωB97M-V/def2-TZVPD.

Geometry (Å):
C  -1.434  4.592  -0.610
C  -1.950  4.096  -1.567
C  -2.806  3.541  -2.640
O  -3.505  2.379  -2.141
S  -4.645  2.869  -1.049
O  -5.213  1.716  -0.428
O  -5.762  3.526  -2.116
C  -6.738  4.259  -1.406
O  -6.629  5.663  -1.517
C  -5.345  6.139  -1.869
H  -1.085  5.098  0.254
H  -2.158  3.178  -3.437
H  -3.482  4.293  -3.043
H  -6.750  4.002  -0.335
H  -7.717  3.989  -1.806
H  -4.529  5.734  -1.258
H  -5.095  5.986  -2.925
H  -5.361  7.215  -1.688
O  1.319  2.144  1.350
C  0.589  1.186  1.303
O  -0.647  1.325  0.824
C  -1.521  0.214  0.544
C  -2.288  -0.201  1.781
C  1.013  -0.153  1.859
H  -0.973  -0.620  0.092
H  -2.222  0.570  -0.211
H  -1.621  -0.553  2.569
H  -2.991  -0.999  1.542
H  -2.844  0.646  2.187
H  0.806  -0.174  2.929
H  2.084  -0.264  1.702
H  0.533  -1.002  1.376
O  2.437  5.898  3.949
C  3.078  4.887  4.041
O  3.746  4.635  5.185
C  4.370  3.380  5.472
C  5.770  3.320  4.904
C  3.225  3.937  2.878
H  3.747  2.547  5.141
H  4.421  3.315  6.559
H  5.767  3.400  3.816
H  6.259  2.387  5.183
H  6.367  4.152  5.280
H  4.044  4.278  2.244
H  2.304  3.949  2.306
H  3.394  2.904  3.169
O  6.808  2.021  8.442
C  6.357  0.917  8.562
O  5.646  0.372  7.552
C  5.240  -0.998  7.510
C  3.930  -1.211  8.240
C  6.487  0.154  9.858
H  6.033  -1.652  7.877
H  5.107  -1.232  6.454
H  4.018  -0.972  9.301
H  3.603  -2.247  8.147
H  3.158  -0.560  7.830
H  5.680  0.449  10.527
H  7.440  0.417  10.312
H  6.485  -0.927  9.738
O  -1.044  -2.137  -0.982
C  -0.624  -2.318  -2.099
O  -1.486  -2.539  -3.092
C  -1.113  -2.567  -4.480
C  -0.632  -3.935  -4.907
C  0.858  -2.387  -2.376
H  -0.388  -1.782  -4.702
H  -2.020  -2.315  -5.029
H  0.269  -4.229  -4.364
H  -0.415  -3.952  -5.982
H  -1.392  -4.688  -4.696
H  1.206  -3.402  -2.189
H  1.365  -1.705  -1.696
H  1.133  -2.087  -3.384
O  -0.943  -4.613  -7.719
C  -1.850  -5.214  -8.230
O  -2.822  -5.714  -7.451
C  -4.041  -6.269  -7.959
C  -3.880  -7.734  -8.307
C  -1.873  -5.495  -9.712
H  -4.418  -5.680  -8.796
H  -4.767  -6.164  -7.154
H  -3.147  -7.880  -9.101
H  -4.831  -8.156  -8.634
H  -3.527  -8.293  -7.440
H  -1.296  -6.397  -9.910
H  -1.407  -4.656  -10.224
H  -2.872  -5.601  -10.127

Computed properties:
net charge = 0
multiplicity = 1

---

(2)
Here is C25H48P2W as an isolated structure from the Open Molecules 2025 dataset. Energies are from ωB97M-V/def2-TZVPD.

Geometry (Å):
W  0.084  -0.357  0.050
C  0.643  -1.184  -1.920
C  1.663  -0.235  -1.598
C  1.658  -1.859  0.059
C  0.682  -2.226  -0.933
C  2.275  -0.633  -0.371
C  -0.147  -1.202  -3.187
H  -0.320  -0.186  -3.550
H  -1.106  -1.708  -3.054
H  0.412  -1.741  -3.964
C  -0.029  -3.538  -1.021
H  -0.762  -3.531  -1.838
H  -0.537  -3.793  -0.085
H  0.692  -4.341  -1.234
C  2.091  -2.674  1.233
H  3.012  -3.225  0.990
H  1.324  -3.407  1.512
H  2.308  -2.035  2.100
C  3.537  -0.050  0.163
H  4.399  -0.514  -0.344
H  3.648  -0.229  1.238
H  3.582  1.026  -0.027
C  2.191  0.803  -2.520
H  2.791  0.334  -3.316
H  2.822  1.527  -1.993
H  1.383  1.363  -3.002
C  -0.659  3.499  -0.852
C  -0.149  3.082  -2.018
C  0.658  3.960  -2.924
C  2.115  4.326  -2.492
C  2.598  3.836  -1.160
C  2.083  4.253  0.001
C  0.999  5.291  0.076
C  -0.448  4.883  -0.322
H  0.128  4.908  -3.108
H  2.192  5.427  -2.529
H  0.739  3.455  -3.900
H  -0.806  5.633  -1.047
H  -1.317  2.858  -0.257
H  -0.390  2.090  -2.408
H  -1.072  4.991  0.577
H  0.960  5.647  1.118
H  2.533  3.987  0.959
H  1.280  6.160  -0.541
H  2.797  3.936  -3.264
H  3.523  3.254  -1.199
P  -2.432  -0.197  -0.777
C  -3.294  -1.792  -1.159
H  -4.358  -1.577  -1.335
H  -3.212  -2.505  -0.330
H  -2.878  -2.267  -2.056
C  -3.598  0.478  0.472
H  -4.627  0.282  0.137
H  -3.450  1.561  0.565
H  -3.455  0.016  1.456
C  -2.895  0.803  -2.210
H  -2.715  1.859  -2.000
H  -3.956  0.648  -2.438
H  -2.305  0.527  -3.087
P  0.435  0.794  2.417
C  2.119  1.392  2.731
H  2.106  2.103  3.569
H  2.494  1.907  1.837
H  2.785  0.555  2.981
C  -0.442  2.371  2.676
H  0.108  3.186  2.182
H  -0.516  2.575  3.754
H  -1.449  2.326  2.249
C  0.064  -0.097  3.999
H  0.343  0.526  4.862
H  0.625  -1.042  4.054
H  -1.005  -0.342  4.067
C  -0.994  -1.572  1.381
H  -1.717  -0.934  1.908
H  -0.316  -1.999  2.133
H  -1.530  -2.377  0.866

Computed properties:
net charge = +2
multiplicity = 3
energy above the lowest of the compared OMol25 structures with the same formula, charge and spin = 0.00 kJ/mol

---

(3)
Here is a 9-piece molecular cluster, C25H49BCl16FNO2 overall from the Open Molecules 2025 dataset. Energies are from ωB97M-V/def2-TZVPD.

Geometry (Å):
C  8.463  3.653  -0.481
C  7.754  3.991  -1.892
C  6.971  2.709  -2.513
C  5.552  2.571  -1.727
C  4.463  1.821  -2.668
C  2.942  2.084  -2.232
C  2.608  1.629  -0.706
B  1.026  2.023  -0.481
C  0.643  3.610  -0.516
O  1.546  4.444  -0.171
N  -0.683  4.180  -0.867
C  -0.942  4.179  -2.305
O  -1.777  5.022  -2.733
F  -0.359  3.283  -3.236
H  9.043  2.668  -0.529
H  9.242  4.487  -0.296
H  7.749  3.686  0.409
H  8.530  4.352  -2.650
H  6.963  4.805  -1.736
H  6.823  2.919  -3.640
H  7.623  1.776  -2.427
H  5.710  1.916  -0.804
H  5.162  3.621  -1.491
H  4.725  0.710  -2.813
H  4.584  2.307  -3.714
H  2.215  1.582  -2.977
H  2.762  3.223  -2.256
H  2.717  0.492  -0.554
H  3.309  2.115  0.064
H  0.266  1.128  -0.352
H  -0.641  5.185  -0.604
Cl  -5.666  9.043  -2.430
C  -4.177  8.225  -1.890
C  -4.392  6.745  -1.648
Cl  -5.429  6.439  -0.231
H  -3.820  8.731  -0.991
H  -3.435  8.368  -2.678
H  -3.436  6.259  -1.451
H  -4.849  6.259  -2.512
Cl  0.166  -0.204  2.376
C  -1.330  -1.111  2.034
C  -1.092  -2.275  1.093
Cl  -0.690  -1.736  -0.556
H  -2.064  -0.412  1.630
H  -1.702  -1.479  2.992
H  -1.998  -2.882  1.016
H  -0.282  -2.917  1.446
Cl  -4.036  -4.443  -2.440
C  -3.903  -5.850  -1.354
C  -4.454  -5.562  0.027
Cl  -3.444  -4.399  0.924
H  -2.854  -6.148  -1.314
H  -4.470  -6.661  -1.817
H  -4.478  -6.481  0.616
H  -5.469  -5.162  -0.021
Cl  -2.970  -8.457  3.218
C  -4.552  -8.364  4.032
C  -5.640  -9.069  3.248
Cl  -6.032  -8.218  1.734
H  -4.788  -7.310  4.191
H  -4.433  -8.837  5.009
H  -6.557  -9.106  3.838
H  -5.356  -10.093  2.997
Cl  5.469  4.179  1.963
C  4.254  4.439  3.240
C  3.815  3.139  3.885
Cl  2.864  2.128  2.770
H  3.410  4.974  2.800
H  4.715  5.086  3.989
H  3.176  3.349  4.745
H  4.668  2.553  4.230
Cl  0.169  -9.870  5.479
C  0.602  -9.598  3.773
C  1.982  -10.129  3.441
Cl  3.273  -9.186  4.227
H  0.524  -8.528  3.571
H  -0.149  -10.113  3.170
H  2.154  -10.065  2.364
H  2.093  -11.173  3.741
Cl  -3.643  14.633  -2.951
C  -3.712  12.923  -2.454
C  -4.931  12.621  -1.607
Cl  -4.844  13.392  -0.003
H  -2.787  12.687  -1.924
H  -3.740  12.328  -3.370
H  -5.008  11.545  -1.438
H  -5.850  12.955  -2.093
Cl  -1.312  -8.160  -2.672
C  -1.384  -9.876  -2.196
C  -2.597  -10.183  -1.341
Cl  -2.491  -9.434  0.273
H  -0.455  -10.122  -1.679
H  -1.424  -10.458  -3.119
H  -2.677  -11.260  -1.185
H  -3.519  -9.839  -1.814

Computed properties:
net charge = 0
multiplicity = 1
energy above the lowest of the compared OMol25 structures with the same formula, charge and spin = 317.91 kJ/mol

---

| no. | DFT total energy (eV) |
| --- | --- |
| 1 | -66199.5799 |
| 2 | -47091.0277 |
| 3 | -236056.8502 |